Entry 1:
Entry from the Open Molecules 2025 dataset: a 11-piece molecular cluster, C28H72N6O11S5 overall in a non-equilibrium geometry (the ωB97M-V functional and the def2-TZVPD basis).

The charge is 0. As for the energy relative to the best compared isomer or geometry (same formula, charge and spin): 0.0000 eV.

Geometry as XYZ:
```
122
Properties=species:S:1:pos:R:3:lowdin_charge:R:1
C -2.256 -4.638 0.679 -0.002
C -2.083 -6.140 0.358 -0.534
O -2.865 -6.942 0.889 0.014
N -1.167 -6.469 -0.564 -0.006
C -0.872 -7.829 -0.962 -0.073
H -2.202 -4.546 1.764 0.077
H -3.232 -4.270 0.364 0.075
H -1.614 -3.954 0.124 0.063
H -0.936 -5.834 -1.315 0.133
H -1.753 -8.463 -0.866 0.080
H -0.045 -8.156 -0.332 0.086
H -0.714 -7.857 -2.040 0.085
C -5.045 -2.557 -9.346 -0.015
C -3.939 -1.795 -8.712 -0.587
O -3.027 -1.319 -9.388 0.029
N -4.028 -1.668 -7.383 0.001
C -3.082 -0.852 -6.557 -0.041
H -4.727 -2.968 -10.305 0.087
H -5.887 -1.899 -9.562 0.085
H -5.475 -3.309 -8.685 0.076
H -4.767 -2.042 -6.805 0.130
H -2.325 -1.591 -6.296 0.082
H -3.553 -0.517 -5.633 0.072
H -2.679 -0.025 -7.141 0.082
C -6.199 1.023 -2.118 0.006
C -5.811 0.101 -0.948 -0.549
O -4.756 -0.586 -0.995 -0.018
N -6.704 -0.095 -0.027 0.008
C -6.619 -0.982 1.106 -0.061
H -5.726 1.996 -1.982 0.083
H -7.283 1.087 -2.216 0.071
H -5.867 0.628 -3.078 0.076
H -7.544 0.423 -0.242 0.136
H -6.955 -2.007 0.951 0.087
H -7.021 -0.662 2.068 0.082
H -5.569 -1.135 1.355 0.079
C 3.699 -4.721 -0.881 -0.001
C 3.093 -4.048 -2.133 -0.545
O 1.906 -4.221 -2.405 0.011
N 3.902 -3.281 -2.865 0.008
C 3.469 -2.444 -3.948 -0.076
H 3.077 -5.422 -0.325 0.075
H 3.957 -3.950 -0.155 0.069
H 4.678 -5.180 -1.019 0.073
H 4.890 -3.312 -2.658 0.142
H 3.341 -2.916 -4.922 0.083
H 4.133 -1.593 -4.099 0.086
H 2.478 -2.062 -3.706 0.079
C -2.685 0.951 3.907 0.006
C -2.983 -0.055 4.997 -0.583
O -2.391 -1.130 5.062 0.012
N -3.909 0.206 5.881 0.003
C -4.225 -0.714 6.957 -0.060
H -2.950 0.496 2.953 0.080
H -1.644 1.267 3.838 0.083
H -3.291 1.850 4.018 0.069
H -4.520 1.004 5.787 0.139
H -3.460 -1.487 7.040 0.082
H -5.180 -1.184 6.725 0.087
H -4.186 -0.232 7.933 0.083
C 7.432 0.687 0.589 0.014
C 7.139 -0.822 0.811 -0.544
O 7.050 -1.553 -0.168 0.000
N 7.018 -1.352 2.032 0.018
C 7.254 -0.713 3.318 -0.087
H 6.577 1.185 0.133 0.082
H 8.393 0.849 0.102 0.084
H 7.519 1.153 1.571 0.050
H 6.756 -2.327 2.078 0.141
H 6.655 0.176 3.512 0.081
H 8.289 -0.517 3.598 0.083
H 6.948 -1.425 4.084 0.082
C -0.207 0.472 -1.330 -0.270
S 1.538 0.928 -0.976 0.822
O 1.679 2.368 -0.548 -0.593
C 1.806 -0.051 0.607 -0.222
H -0.411 -0.537 -1.687 0.050
H -0.437 1.126 -2.171 0.039
H -0.933 0.464 -0.517 0.052
H 1.629 0.620 1.448 0.048
H 2.725 -0.629 0.705 0.039
H 1.085 -0.867 0.575 0.032
C 3.171 4.653 3.570 -0.256
S 3.500 5.829 4.955 0.835
O 4.027 7.132 4.337 -0.580
C 1.841 6.268 5.489 -0.289
H 3.896 3.842 3.503 0.041
H 2.927 5.156 2.634 0.058
H 2.260 4.078 3.736 0.037
H 1.961 7.012 6.278 0.048
H 1.350 5.478 6.058 0.046
H 1.170 6.601 4.697 0.060
C 1.157 -4.647 4.433 -0.265
S 2.954 -4.575 4.734 0.821
O 3.312 -3.088 4.695 -0.594
C 2.808 -5.006 6.529 -0.259
H 0.779 -5.631 4.156 0.054
H 0.881 -3.940 3.650 0.050
H 0.698 -4.268 5.346 0.046
H 3.800 -5.149 6.957 0.043
H 2.203 -5.898 6.691 0.051
H 2.343 -4.133 6.987 0.051
C 1.157 6.725 -5.190 -0.279
S 2.938 7.004 -4.823 0.841
O 2.971 8.044 -3.711 -0.588
C 3.111 5.248 -4.033 -0.222
H 0.573 6.896 -4.286 0.045
H 0.914 5.727 -5.555 0.046
H 0.844 7.554 -5.824 0.041
H 4.117 5.018 -3.682 0.042
H 2.758 4.575 -4.814 0.031
H 2.399 5.214 -3.208 0.044
C -1.680 8.087 -0.861 -0.235
S -2.589 7.048 0.389 0.821
O -4.066 7.173 0.016 -0.601
C -2.123 5.292 -0.038 -0.252
H -2.170 7.867 -1.810 0.048
H -0.656 7.723 -0.781 0.043
H -1.827 9.135 -0.601 0.048
H -2.484 5.037 -1.034 0.045
H -2.557 4.536 0.616 0.043
H -1.042 5.172 -0.114 0.041
```


Entry 2:
Entry from the Open Molecules 2025 dataset: one molecule with the formula C5H8O2 (the ωB97M-V functional and the def2-TZVPD basis).

The charge is 0. As for the energy relative to the best compared isomer or geometry (same formula, charge and spin): 1.2094 eV.

Geometry as XYZ:
```
15
Properties=species:S:1:pos:R:3:lowdin_charge:R:1
O -1.665 1.146 0.298 -0.057
C -1.531 -0.197 -0.119 -0.249
C -0.068 -0.548 -0.197 -0.297
C 0.800 -0.394 1.075 -0.042
C 1.845 0.321 0.185 -0.371
O 2.977 0.683 0.348 0.100
C 0.900 0.335 -1.020 -0.042
H -2.600 1.376 0.250 0.091
H -2.014 -0.885 0.595 0.124
H -1.984 -0.368 -1.107 0.123
H 0.003 -1.587 -0.506 0.136
H 0.424 0.233 1.894 0.126
H 1.110 -1.359 1.454 0.111
H 0.496 1.335 -1.206 0.124
H 1.308 -0.092 -1.943 0.120
```


Entry 3:
Entry from the Open Molecules 2025 dataset: a 7-piece molecular cluster, C39H55B2BrClF13NO23 overall in a non-equilibrium geometry (the ωB97M-V functional and the def2-TZVPD basis).

The charge is +1.

Geometry as XYZ:
```
135
Properties=species:S:1:pos:R:3:lowdin_charge:R:1
C -0.995 -4.712 -3.893 -0.048
C -0.638 -3.235 -3.799 -0.211
O 0.111 -2.947 -2.602 0.028
B 1.258 -2.220 -2.705 -0.780
O 2.176 -2.418 -3.704 0.176
C 1.686 -1.169 -1.566 -0.108
C 1.226 -1.401 -0.122 -0.109
C 1.430 -2.784 0.487 -0.338
F 0.689 -3.776 -0.058 0.146
F 1.224 -2.753 1.838 0.132
C 2.930 -3.245 0.320 -0.486
F 3.106 -4.318 1.132 0.175
F 3.779 -2.273 0.700 0.181
F 3.183 -3.628 -0.941 0.192
N 0.004 -0.559 0.165 -0.031
C -1.127 -1.210 -0.605 -0.036
C -2.569 -0.819 -0.266 -0.151
F -3.317 -1.983 -0.278 -0.011
C -0.215 -0.413 1.643 -0.067
C -1.156 -1.323 2.459 -0.095
C -1.557 -2.753 2.092 -0.186
F -1.484 -3.512 3.257 -0.034
C 0.452 0.748 -0.498 -0.212
B 1.428 1.635 0.479 -0.649
O 1.123 2.856 1.031 0.171
O 2.616 1.052 0.779 0.023
C 3.644 1.834 1.402 -0.004
C -0.715 1.695 -0.910 -0.575
Cl -0.013 3.092 -1.778 0.804
C -1.655 2.181 0.220 -0.246
C -2.082 3.652 0.208 -0.109
C 1.302 0.338 -1.761 -0.461
Br 0.212 0.258 -3.483 1.052
C 2.509 1.181 -2.217 -0.229
C 3.516 0.469 -3.132 -0.184
C 4.589 1.504 -3.556 -0.153
C 4.086 2.375 -4.704 -0.262
O 5.096 2.604 -5.681 -0.052
H -0.194 -5.352 -3.544 0.083
H -1.240 -4.921 -4.930 0.089
H -1.896 -4.877 -3.318 0.066
H -0.161 -2.860 -4.700 0.116
H -1.572 -2.682 -3.711 0.123
H 2.082 -3.312 -4.042 0.124
H 2.759 -1.295 -1.470 0.127
H 2.016 -0.884 0.427 0.140
H -1.080 -2.283 -0.472 0.128
H -0.984 -1.047 -1.663 0.078
H -2.984 -0.180 -1.043 0.130
H -2.693 -0.291 0.672 0.101
H -0.527 0.596 1.869 0.106
H 0.780 -0.481 2.070 0.135
H -0.720 -1.379 3.452 0.133
H -2.087 -0.788 2.627 0.113
H -0.955 -3.264 1.355 0.092
H -2.592 -2.796 1.772 0.116
H 0.693 2.836 1.885 0.129
H 4.551 1.238 1.373 0.101
H 3.834 2.752 0.861 0.103
H 3.425 2.033 2.444 0.103
H -1.357 1.231 -1.649 0.052
H -2.595 1.642 0.201 0.095
H -1.249 2.036 1.214 0.083
H -2.585 3.942 -0.706 0.078
H -2.831 3.723 0.996 0.087
H -1.277 4.311 0.503 0.059
H 2.127 2.002 -2.813 0.060
H 3.118 1.629 -1.440 0.116
H 3.055 0.124 -4.048 0.097
H 4.035 -0.324 -2.607 0.115
H 4.888 2.113 -2.709 0.111
H 5.433 0.936 -3.934 0.119
H 3.742 3.334 -4.313 0.119
H 3.223 1.925 -5.194 0.103
H 5.294 3.536 -5.689 0.079
C 0.750 7.747 2.327 -0.036
C -0.535 8.503 2.072 -0.302
O -1.507 7.466 2.125 0.140
C -1.020 6.495 2.937 -0.566
O -1.670 5.615 3.400 0.150
O 0.297 6.667 3.156 0.069
F -0.557 9.074 0.847 0.085
H 1.163 7.345 1.401 0.144
H 1.507 8.334 2.838 0.145
H -0.776 9.257 2.822 0.178
C 0.802 1.326 -7.730 -0.038
C -0.475 2.082 -8.027 -0.307
O -1.475 1.115 -7.736 0.145
C -0.968 0.266 -6.808 -0.583
O -1.601 -0.495 -6.159 0.152
O 0.372 0.421 -6.701 0.014
F -0.566 2.445 -9.324 0.089
H 1.141 0.756 -8.596 0.149
H 1.610 1.960 -7.377 0.134
H -0.637 2.960 -7.400 0.175
C -1.569 5.819 6.651 -0.042
C -0.242 6.283 7.202 -0.310
O -0.523 7.623 7.573 0.131
C -1.855 7.694 7.878 -0.549
O -2.365 8.588 8.451 0.192
O -2.498 6.590 7.425 0.078
F 0.729 6.279 6.254 0.074
H -1.676 6.065 5.597 0.111
H -1.740 4.754 6.788 0.143
H 0.108 5.733 8.074 0.153
C -2.308 -10.163 -4.536 -0.033
C -0.987 -9.505 -4.209 -0.307
O -1.322 -8.124 -4.241 0.124
C -2.642 -8.016 -3.926 -0.555
O -3.183 -7.010 -3.616 0.172
O -3.248 -9.220 -4.001 0.065
F -0.041 -9.756 -5.142 0.083
H -2.456 -10.250 -5.612 0.148
H -2.433 -11.137 -4.072 0.144
H -0.589 -9.753 -3.224 0.175
C 3.677 5.863 10.435 -0.041
C 2.403 5.049 10.445 -0.307
O 2.062 5.001 9.066 0.098
C 3.232 5.100 8.357 -0.550
O 3.341 4.839 7.211 0.184
O 4.232 5.523 9.158 0.080
F 1.407 5.665 11.124 0.082
H 3.465 6.932 10.471 0.148
H 4.363 5.601 11.235 0.142
H 2.517 4.032 10.823 0.175
C -5.102 -9.000 0.335 -0.052
C -4.735 -9.469 -1.054 -0.318
O -5.978 -9.889 -1.573 0.136
C -6.953 -9.159 -0.951 -0.544
O -8.070 -9.076 -1.315 0.199
O -6.442 -8.538 0.144 0.073
F -3.879 -10.529 -1.026 0.065
H -5.096 -9.826 1.048 0.145
H -4.466 -8.200 0.703 0.138
H -4.317 -8.695 -1.699 0.151
```


Entry 4:
Entry from the Open Molecules 2025 dataset: a 2-piece molecular cluster, C4H12 overall in a non-equilibrium geometry (the ωB97M-V functional and the def2-TZVPD basis).

The charge is 0. As for the energy relative to the best compared isomer or geometry (same formula, charge and spin): 0.7605 eV.

Geometry as XYZ:
```
16
Properties=species:S:1:pos:R:3:lowdin_charge:R:1
C 1.909 -0.589 0.735 -0.179
C 2.794 0.101 -0.273 -0.184
H 1.210 -1.335 0.361 0.058
H 1.502 0.132 1.435 0.064
H 2.512 -1.217 1.400 0.060
H 2.269 0.894 -0.807 0.057
H 3.588 0.652 0.251 0.063
H 3.420 -0.424 -0.995 0.062
C -2.519 0.006 0.497 -0.164
C -2.260 0.494 -0.967 -0.154
H -2.391 0.867 1.143 0.055
H -1.749 -0.712 0.806 0.045
H -3.382 -0.644 0.603 0.055
H -2.815 -0.127 -1.664 0.056
H -2.389 1.567 -0.877 0.056
H -1.243 0.261 -1.303 0.049
```


no.,E_HOMO (eV),DFT total energy (Ha)
1,-8.82,-4256.9612
2,-9.40,-345.7605
3,-12.51,-7686.5037
4,-11.33,-159.5570